Entry 1:
{
  "formula": "C10H25BrNO3PS",
  "method": "ωB97M-V/def2-TZVPD",
  "e_homo_ha": -0.275,
  "spin_multiplicity": 1,
  "species": ["C", "C", "O", "P", "O", "C", "C", "C", "N", "C", "S", "C", "C", "O", "C", "C", "H", "H", "H", "H", "H", "H", "H", "H", "H", "H", "H", "H", "H", "H", "H", "H", "H", "H", "H", "H", "H", "H", "H", "H", "H", "Br"],
  "coordinates": [[4.8371, -2.4759, -0.1174], [3.3298, -2.6172, -0.2395], [2.6876, -1.4070, -0.7069], [2.3296, -0.3178, 0.4108], [3.1167, -0.5071, 1.6390], [0.5577, -0.4654, 0.7146], [-0.2262, 0.8528, 0.7644], [-1.3080, 1.0228, -0.2911], [-2.6128, 1.2844, 0.4627], [-3.4415, 0.0611, 0.6501], [-5.1354, 0.5411, 1.0664], [-6.0476, -0.5907, -0.0197], [-6.1053, -0.1258, -1.4696], [2.5397, 1.1251, -0.2281], [3.7046, 1.3495, -1.0474], [4.6415, 2.3395, -0.3863], [5.0812, -2.2291, 0.9153], [5.3454, -3.4100, -0.3484], [5.2175, -1.6547, -0.7212], [3.0764, -3.3755, -0.9793], [2.8894, -2.9404, 0.7019], [0.3941, -1.0645, 1.6101], [0.1809, -1.0510, -0.1309], [-0.8149, 0.8848, 1.7035], [0.4284, 1.7193, 0.7622], [-1.4396, 0.1770, -0.9625], [-1.1255, 1.8989, -0.9124], [-2.3631, 1.6304, 1.4105], [-3.1650, 1.9966, -0.0134], [-2.9749, -0.5326, 1.4356], [-3.4856, -0.4724, -0.2948], [-7.0436, -0.6737, 0.4087], [-5.5716, -1.5679, 0.0522], [-5.1713, -0.3280, -1.9948], [-6.3171, 0.9403, -1.5293], [-6.8981, -0.6464, -2.0081], [3.3520, 1.7697, -1.9893], [4.2469, 0.4324, -1.2673], [5.1684, 1.8672, 0.4408], [4.1287, 3.2458, -0.0754], [5.4028, 2.6088, -1.1221], [-1.4097, 0.7055, 3.7063]],
  "nbo_charge": [-0.64, -0.06, -0.83, 2.39, -1.11, -0.82, -0.52, -0.20, -0.55, -0.38, 0.22, -0.52, -0.62, -0.82, -0.06, -0.63, 0.24, 0.21, 0.21, 0.18, 0.20, 0.29, 0.22, 0.27, 0.24, 0.21, 0.22, 0.48, 0.43, 0.28, 0.21, 0.24, 0.22, 0.20, 0.22, 0.22, 0.18, 0.19, 0.22, 0.22, 0.21, -0.83]
}

Entry 2:
{
  "formula": "C4H10N2O",
  "method": "ωB97M-V/def2-TZVPD",
  "e_homo_ha": -0.331,
  "spin_multiplicity": 1,
  "de_lowest_kj_mol": 169.9,
  "species": ["C", "N", "C", "C", "C", "N", "O", "H", "H", "H", "H", "H", "H", "H", "H", "H", "H"],
  "coordinates": [[1.2596, 1.5939, 0.3889], [0.2819, 0.4459, 0.4494], [-1.0371, 1.1523, 0.3085], [0.7215, -0.5482, -0.5020], [0.0390, -1.9461, -0.3008], [-1.3379, -2.0181, -0.2868], [0.6852, -2.9633, -0.2182], [1.0208, 2.3500, -0.3662], [1.3325, 1.9147, 1.4249], [2.2179, 1.2064, 0.0389], [-1.1241, 1.6563, 1.2700], [-1.8893, 0.4865, 0.3095], [-0.9834, 1.7497, -0.5960], [1.7691, -0.7802, -0.3393], [0.6288, -0.2524, -1.5708], [-1.7206, -2.8597, 0.1219], [-1.8638, -1.1877, -0.1318]],
  "nbo_charge": [-0.43, -0.43, -0.41, -0.32, 0.68, -0.83, -0.60, 0.18, 0.21, 0.20, 0.22, 0.17, 0.18, 0.23, 0.18, 0.40, 0.38]
}

Entry 3:
{
  "formula": "C11H22N3OSn",
  "method": "ωB97M-V/def2-TZVPD",
  "e_homo_ha": [-0.009, -0.010],
  "spin_multiplicity": 1,
  "de_lowest_kj_mol": 0.0,
  "charge": -1,
  "species": ["C", "Sn", "N", "H", "H", "H", "H", "H", "H", "H", "H", "C", "C", "N", "C", "C", "C", "O", "C", "C", "C", "C", "N", "C", "H", "H", "H", "H", "H", "H", "H", "H", "H", "H", "H", "H", "H", "H"],
  "coordinates": [[-2.7418, -1.7720, -6.6328], [-1.0674, 0.7056, -2.6137], [0.4084, 0.2682, -4.6503], [-1.8720, -0.7138, -2.0805], [-3.3297, -0.8881, -6.7863], [-3.3443, -2.5992, -6.2365], [-1.9966, -1.5072, -5.8837], [-2.2441, -2.0498, -7.5596], [1.2332, -0.1719, -4.2324], [0.6893, 1.1884, -4.9662], [0.1616, -0.2695, -5.4937], [-1.7721, -1.2970, 3.9818], [-0.3254, -0.8831, 4.1497], [0.2576, -0.1539, 3.0134], [0.2311, 1.3160, 3.1459], [1.3044, 1.8075, 4.1009], [0.4962, -0.8666, 1.8685], [0.1989, -2.0668, 1.8192], [1.1221, -0.1862, 0.6776], [2.0195, 0.8971, 0.7550], [2.2516, 1.6030, -0.4263], [1.6144, 1.2455, -1.6127], [0.7675, 0.1708, -1.6861], [0.6748, -0.6215, -0.5575], [-2.4176, -0.4435, 3.7545], [-2.1277, -1.7597, 4.9064], [-1.8602, -2.0250, 3.1748], [-0.2269, -0.2135, 5.0064], [0.2836, -1.7806, 4.3204], [0.3372, 1.7751, 2.1568], [-0.7653, 1.5902, 3.5266], [2.2926, 1.4326, 3.8150], [1.3275, 2.8983, 4.0739], [1.0874, 1.4963, 5.1261], [2.5222, 1.1580, 1.6861], [2.9368, 2.4474, -0.4543], [1.7313, 1.8288, -2.5252], [0.1419, -1.5598, -0.6615]],
  "nbo_charge": [-0.87, 0.48, -1.10, -0.34, 0.21, 0.21, 0.22, 0.20, 0.39, 0.37, 0.37, -0.62, -0.20, -0.46, -0.22, -0.62, 0.67, -0.68, -0.18, -0.48, -0.22, -0.19, -0.75, 0.00, 0.19, 0.19, 0.24, 0.18, 0.21, 0.25, 0.17, 0.21, 0.20, 0.19, 0.18, 0.19, 0.16, 0.21]
}

Entry 4:
{
  "formula": "C20H16N6O3PdS2",
  "method": "ωB97M-V/def2-TZVPD",
  "e_homo_ha": 0.046,
  "spin_multiplicity": 1,
  "charge": -2,
  "species": ["Pd", "O", "C", "C", "C", "C", "C", "C", "C", "O", "N", "N", "C", "C", "C", "C", "C", "C", "C", "O", "H", "H", "H", "H", "H", "H", "H", "H", "H", "H", "N", "C", "N", "C", "C", "S", "C", "C", "S", "C", "N", "N", "H", "H", "H", "H", "H", "H"],
  "coordinates": [[-0.8794, 0.2178, -0.1631], [4.5368, 0.1395, 0.0185], [4.3873, -1.1797, -0.1841], [5.4830, -1.9400, -0.5924], [5.3774, -3.3112, -0.7587], [4.1652, -3.9454, -0.5324], [3.0609, -3.1898, -0.1776], [3.1424, -1.8106, -0.0059], [1.8913, -1.0496, 0.3148], [0.7979, -1.6542, 0.2514], [2.0895, 0.2239, 0.6644], [0.9400, 0.9384, 0.8679], [0.9305, 1.8730, 1.7416], [-0.2603, 2.5794, 2.1988], [-0.1741, 3.9170, 2.5552], [-1.2138, 4.5958, 3.1733], [-2.3490, 3.8868, 3.5456], [-2.4761, 2.5639, 3.2145], [-1.4952, 1.8499, 2.4492], [-1.7274, 0.6594, 2.0985], [3.6022, 0.4533, 0.3345], [6.4183, -1.4309, -0.7831], [6.2455, -3.8856, -1.0682], [4.0817, -5.0212, -0.6445], [2.0951, -3.6517, -0.0269], [1.8567, 2.1047, 2.2953], [0.7415, 4.4621, 2.3396], [-1.1364, 5.6561, 3.3840], [-3.1354, 4.3806, 4.1125], [-3.3623, 2.0088, 3.5017], [1.0731, -1.7232, -2.7554], [-0.2834, -1.8268, -2.8393], [-1.1090, -1.0275, -2.2863], [-2.4165, -1.2866, -2.5886], [-2.5985, -2.3386, -3.4514], [-1.0706, -3.0618, -3.8736], [-3.4078, -0.4557, -1.9689], [-4.7748, -0.5151, -2.0711], [-5.5215, 0.6953, -1.0626], [-3.8734, 1.2119, -0.5816], [-2.9485, 0.5230, -1.1335], [-3.6694, 2.3149, 0.1975], [1.3127, -1.1764, -1.9290], [1.5768, -2.5974, -2.7846], [-3.5092, -2.7533, -3.8326], [-5.3871, -1.1736, -2.6532], [-4.3237, 2.4305, 0.9575], [-2.7027, 2.3201, 0.5324]],
  "nbo_charge": [0.07, -0.72, 0.34, -0.30, -0.22, -0.30, -0.19, -0.14, 0.55, -0.72, -0.54, -0.26, 0.06, -0.23, -0.17, -0.37, -0.23, -0.32, 0.39, -0.75, 0.50, 0.20, 0.19, 0.19, 0.23, 0.13, 0.18, 0.18, 0.18, 0.18, -0.81, 0.31, -0.45, 0.12, -0.45, 0.22, 0.11, -0.46, 0.23, 0.30, -0.47, -0.82, 0.43, 0.38, 0.21, 0.21, 0.38, 0.44]
}

Number 1: calculated total energy -108576.1098 eV. Number 2: calculated total energy -9337.2266 eV. Number 3: calculated total energy -24110.6718 eV. Number 4: calculated total energy -61232.4373 eV.